C32H58N3O2OsP2 as an isolated structure at a distorted geometry, computed with wB97M-V/def2-TZVPD.

Geometry as ORCA input:
```
! wB97M-V def2-TZVPD RIJCOSX def2/J DEFGRID3
* xyz 3 5
C 1.568 2.514 -0.742
C 0.440 1.545 -2.585
C 2.294 3.345 -1.584
C 1.286 2.269 -3.469
C 2.196 3.170 -2.968
H 2.882 4.119 -1.104
H 1.083 2.153 -4.532
H 2.832 3.750 -3.628
N 0.691 1.610 -1.216
P 1.251 1.109 1.613
P -1.867 0.194 -1.769
C 1.656 2.687 0.766
H 2.640 3.081 1.057
H 0.927 3.459 1.074
C -0.732 0.898 -3.018
H -0.992 1.030 -4.069
C -2.351 -1.636 -1.927
C -3.354 1.193 -2.393
C 3.032 0.362 1.763
C 0.847 1.815 3.349
C -1.704 -2.384 -0.758
H -2.043 -1.975 0.204
H -1.999 -3.444 -0.787
H -0.611 -2.333 -0.781
C -3.861 -1.898 -1.762
H -4.222 -1.516 -0.799
H -4.470 -1.495 -2.575
H -4.007 -2.989 -1.760
C -1.866 -2.189 -3.277
H -2.164 -3.248 -3.323
H -2.335 -1.679 -4.130
H -0.772 -2.132 -3.384
C -4.523 1.132 -1.394
H -4.188 1.415 -0.387
H -5.274 1.865 -1.726
H -5.004 0.153 -1.341
C -2.969 2.673 -2.536
H -2.642 3.103 -1.582
H -2.183 2.816 -3.284
H -3.862 3.217 -2.876
C -3.764 0.705 -3.798
H -3.012 0.982 -4.549
H -3.942 -0.372 -3.880
H -4.699 1.218 -4.064
C 0.947 0.666 4.360
H 0.526 0.998 5.322
H 0.370 -0.207 4.024
H 1.982 0.362 4.555
C -0.586 2.359 3.373
H -0.731 3.190 2.672
H -1.321 1.574 3.165
H -0.798 2.736 4.387
C 1.716 3.004 3.792
H 1.642 3.849 3.097
H 1.325 3.345 4.764
H 2.769 2.765 3.945
C 3.665 0.304 0.365
H 3.941 1.306 0.004
H 4.588 -0.298 0.407
H 3.002 -0.172 -0.365
C 2.941 -1.040 2.384
H 2.369 -1.724 1.756
H 3.963 -1.436 2.496
H 2.485 -1.016 3.380
C 4.006 1.169 2.645
H 4.106 2.213 2.327
H 3.758 1.114 3.712
H 5.001 0.706 2.541
Os -0.481 0.499 0.138
C -1.608 1.878 0.489
O -2.344 2.774 0.743
N 1.404 -2.054 -0.130
C 2.237 -2.503 -0.837
C 2.978 -2.941 -2.070
C 2.173 -2.348 -3.233
C 4.402 -2.400 -2.007
C 3.007 -4.463 -2.078
H 1.268 -2.950 -3.385
H 1.865 -1.320 -2.990
H 2.714 -2.332 -4.182
H 4.900 -2.845 -1.137
H 4.957 -2.676 -2.911
H 4.405 -1.311 -1.900
H 3.554 -4.857 -2.946
H 3.506 -4.810 -1.169
H 1.989 -4.848 -2.109
C -2.118 -2.632 3.558
N -2.643 -1.270 3.444
C -3.714 -0.855 4.346
C -2.252 -0.429 2.490
O -1.232 -0.657 1.757
H -2.559 -3.062 4.466
H -1.025 -2.628 3.650
H -2.415 -3.247 2.697
H -3.363 -0.076 5.041
H -4.559 -0.446 3.775
H -4.043 -1.720 4.924
H -2.883 0.474 2.390
*
```

## Properties
Gap between HOMO and LUMO (spin up / spin down)   7.157 / 5.728 eV
LUMO (spin up / spin down)   -8.84 / -12.43 eV
Electronic energy   -2341.2025 Ha
ΔE to the lowest compared entry with this formula, charge and spin   0.00 kcal per mole

C54H41BrN6NiO5S3 as an isolated structure, computed with wB97M-V/def2-TZVPD.

Geometry as ORCA input:
```
! wB97M-V def2-TZVPD RIJCOSX def2/J DEFGRID3
* xyz 0 3
Ni -0.222 -0.586 -0.220
C -2.129 2.595 -2.999
O -1.885 3.090 -1.655
C -1.186 2.125 -1.053
N -0.963 1.040 -1.669
C -1.637 1.130 -2.966
C -0.771 0.723 -4.131
C -1.068 1.188 -5.408
C -0.320 0.778 -6.502
C 0.742 -0.097 -6.327
C 1.040 -0.567 -5.055
C 0.284 -0.166 -3.965
C -0.688 2.313 0.324
C -0.893 3.414 1.137
C -0.358 3.366 2.419
C 0.377 2.262 2.830
C 0.542 1.221 1.929
N 0.002 1.258 0.725
C 1.415 0.049 2.124
N 1.923 -0.571 1.140
C 2.984 -1.402 1.735
C 2.573 -1.481 3.210
O 1.774 -0.280 3.372
C 3.293 -2.691 1.027
C 3.867 -3.749 1.722
C 4.281 -4.891 1.051
C 4.123 -4.983 -0.323
C 3.557 -3.924 -1.021
C 3.148 -2.782 -0.352
H -1.555 3.214 -3.685
H -3.192 2.700 -3.204
H -2.478 0.432 -2.918
H -1.899 1.867 -5.562
H -0.568 1.140 -7.491
H 1.327 -0.420 -7.178
H 1.862 -1.256 -4.909
H 0.520 -0.548 -2.978
H -1.456 4.265 0.781
H -0.506 4.196 3.096
H 0.816 2.207 3.816
H 3.903 -0.801 1.668
H 3.407 -1.404 3.904
H 1.956 -2.352 3.441
H 3.990 -3.689 2.796
H 4.723 -5.709 1.604
H 4.439 -5.875 -0.849
H 3.437 -3.985 -2.095
H 2.714 -1.956 -0.899
O -0.979 -1.080 1.487
C -1.721 -2.089 2.042
C -0.832 -3.287 2.380
C -0.097 -4.030 1.504
C 0.582 -5.110 2.129
C 0.361 -5.158 3.471
S -0.680 -3.899 3.982
C -2.335 -1.563 3.342
C -1.757 -0.689 4.212
C -2.535 -0.466 5.380
C -3.692 -1.182 5.373
S -3.846 -2.117 3.949
C -2.861 -2.540 1.128
C -3.818 -1.727 0.605
C -4.785 -2.421 -0.166
C -4.550 -3.762 -0.202
S -3.152 -4.180 0.690
H -0.044 -3.800 0.450
H 1.204 -5.816 1.599
H 0.747 -5.866 4.185
H -0.794 -0.239 4.021
H -2.245 0.196 6.182
H -4.468 -1.204 6.119
H -3.812 -0.656 0.752
H -5.612 -1.945 -0.673
H -5.109 -4.526 -0.716
C 4.969 1.204 -2.334
C 4.077 1.059 -1.287
N 2.800 1.436 -1.349
C 2.392 2.018 -2.467
C 3.217 2.268 -3.566
C 4.525 1.809 -3.498
C 2.721 2.929 -4.780
C 1.930 3.995 -4.902
C 1.396 4.881 -3.860
C 0.476 5.870 -4.206
C -0.014 6.668 -3.191
N 0.372 6.531 -1.924
C 1.275 5.580 -1.706
N 1.802 4.752 -2.594
H 5.986 0.850 -2.241
H 4.395 0.603 -0.355
H 1.348 2.297 -2.510
H 5.194 1.947 -4.338
H 3.055 2.474 -5.708
H 1.659 4.291 -5.910
H 0.157 6.004 -5.231
H -0.744 7.443 -3.393
H 1.622 5.468 -0.685
Br -4.836 -5.121 -4.621
C -3.148 -4.954 -3.767
C -2.265 -6.021 -3.801
C -1.040 -5.900 -3.160
C -0.707 -4.725 -2.503
C -1.600 -3.662 -2.489
C -2.833 -3.775 -3.120
C -1.262 -2.377 -1.790
O -2.067 -1.442 -1.800
O -0.132 -2.319 -1.182
H -2.534 -6.933 -4.315
H -0.349 -6.732 -3.171
H 0.232 -4.619 -1.980
H -3.525 -2.946 -3.080
*
```

## Properties
Gap between HOMO and LUMO (spin up / spin down)   7.221 / 7.175 eV
LUMO (spin up / spin down)   -0.47 / -0.50 eV
Electronic energy   -8064.0485 Ha

An isolated ion of composition C6H11N and charge +1 at a distorted geometry, computed with wB97M-V/def2-TZVPD.

Geometry as ORCA input:
```
! wB97M-V def2-TZVPD RIJCOSX def2/J DEFGRID3
* xyz 1 2
C -2.115 -0.636 -0.384
N -0.552 1.713 0.301
C 0.033 0.501 0.283
C -0.644 -0.607 -0.266
C 0.091 -1.861 -0.592
C 2.301 1.400 0.696
C 1.428 0.393 0.709
H -2.401 -0.778 -1.434
H -2.574 0.260 0.021
H -2.547 -1.484 0.151
H 0.027 2.409 0.757
H -1.020 2.111 -0.504
H 0.966 -1.595 -1.199
H 0.445 -2.420 0.269
H -0.496 -2.435 -1.307
H 3.253 1.253 1.175
H 2.082 2.358 0.241
H 1.723 -0.579 1.082
*
```

## Properties
Gap between HOMO and LUMO (spin up / spin down)   9.174 / 8.344 eV
LUMO (spin up / spin down)   -4.39 / -6.69 eV
Electronic energy   -289.6652 Ha
ΔE to the lowest compared entry with this formula, charge and spin   2.15 kcal per mole

ClH3N2O2S as an isolated structure at a distorted geometry, computed with wB97M-V/def2-TZVPD.

Geometry as ORCA input:
```
! wB97M-V def2-TZVPD RIJCOSX def2/J DEFGRID3
* xyz 0 1
N -1.419 -0.557 -0.698
N -0.299 -0.593 -0.097
O 1.422 1.332 0.091
O 2.190 -0.964 0.567
S 1.549 -0.185 -0.439
Cl -3.088 0.492 0.362
H -1.470 0.219 -1.445
H 1.185 1.479 1.023
H -0.070 -1.223 0.636
*
```

## Properties
Gap between HOMO and LUMO (spin up / spin down)   7.604 / 7.601 eV
LUMO (spin up / spin down)   -1.36 / -1.36 eV
Electronic energy   -1120.0310 Ha
ΔE to the lowest compared entry with this formula, charge and spin   51.21 kcal per mole